C20H25FeNOP2 | ωB97M-V/def2-TZVPD

* calculated total energy: -77638.8490 eV
* total charge: +1
* E_LUMO (spin up / spin down): -2.0 / -5.7 eV
* HOMO (spin up / spin down): -0.31454 / -0.42858 Ha
* frontier orbital gap (spin up / spin down): 6.57 / 5.93 eV
* energy relative to the best compared isomer or geometry (same formula, charge and spin): 0.0 kcal per mole
* spin multiplicity: 6

Each line ends with the Mulliken charge.
Geometry (Å):
C (-1.55481, 3.20560, -3.96497)  -0.83
C (-1.36276, 1.92090, -3.46023)  0.60
C (-0.01972, 1.42882, -3.34869)  0.22
C (1.07644, 2.27256, -3.54480)  0.98
C (0.84351, 3.52219, -4.12264)  -0.96
C (-0.45288, 4.00109, -4.32647)  -0.77
C (2.47743, 1.80346, -3.24996)  -1.21
C (2.57443, 0.33155, -3.44824)  1.16
C (1.45492, -0.48317, -3.26482)  0.19
C (1.58621, -1.90998, -3.26222)  0.55
C (2.82022, -2.45411, -3.60617)  -0.89
C (3.91602, -1.62576, -3.88761)  -0.75
C (3.78060, -0.24802, -3.82244)  -0.94
H (-2.56524, 3.58468, -4.11920)  0.43
H (1.71024, 4.13187, -4.39210)  0.41
H (-0.61925, 5.01307, -4.71932)  0.40
H (3.18409, 2.32920, -3.89308)  0.60
H (2.93486, -3.53256, -3.67944)  0.43
H (4.88059, -2.06258, -4.15733)  0.40
H (4.61313, 0.43026, -4.01254)  0.45
N (0.25116, 0.13422, -2.85706)  -0.22
Fe (-0.39437, -0.27664, -1.23350)  -0.03
C (-2.51152, 1.12834, -2.86219)  -1.32
H (-2.63740, 0.15802, -3.36759)  0.41
H (-3.46038, 1.68719, -2.87549)  0.53
C (0.45343, -2.79280, -2.76614)  -1.26
H (-0.44872, -2.65893, -3.38175)  0.42
H (0.73097, -3.85613, -2.71817)  0.48
P (-2.16650, 0.78073, -1.05014)  1.11
P (-0.01689, -2.31836, -1.02139)  1.01
C (1.35832, -2.92847, -0.02413)  -1.31
H (1.21699, -2.56463, 1.00386)  0.42
H (1.34419, -4.02586, -0.07838)  0.40
H (2.29287, -2.52195, -0.43226)  0.37
C (-1.47606, -3.31143, -0.60532)  -1.29
H (-1.20223, -4.36724, -0.72488)  0.45
H (-1.74527, -3.08705, 0.43563)  0.37
H (-2.31479, -3.03941, -1.26058)  0.32
C (-2.23663, 2.39649, -0.28943)  -1.36
H (-3.24616, 2.79026, -0.45090)  0.41
H (-2.03671, 2.27444, 0.78390)  0.43
H (-1.48886, 3.05930, -0.74222)  0.35
C (-3.56282, -0.17773, -0.44140)  -1.24
H (-3.42348, -0.29512, 0.64154)  0.36
H (-4.46624, 0.40384, -0.65098)  0.44
H (-3.59966, -1.16400, -0.92341)  0.34
H (2.76956, 2.08739, -2.24715)  0.36
H (0.69372, 0.71501, -0.56892)  -0.16
O (0.10479, 0.09595, 1.79834)  -0.38
C (-0.05910, 0.01580, 0.66124)  0.12

Cartesian forces (eV/Å) of the 2 atoms listed first:
0.357 -0.238 -0.095
0.076 0.076 0.592



C22H29N3P2Ru | ωB97M-V/def2-TZVPD

* calculated total energy: -48897.2797 eV
* total charge: +2
* E_LUMO (spin up / spin down): -5.6 / -8.6 eV
* HOMO (spin up / spin down): -0.46429 / -0.52621 Ha
* frontier orbital gap (spin up / spin down): 7.04 / 5.72 eV
* energy relative to the best compared isomer or geometry (same formula, charge and spin): 0.0 kcal per mole
* spin multiplicity: 5

Each line ends with the Mulliken charge.
Geometry (Å):
C (5.03158, 0.44740, -0.14608)  -0.97
C (3.72790, 0.82997, 0.16224)  0.41
C (2.85538, 1.07456, -0.93204)  1.03
C (3.07921, 0.52483, -2.21317)  0.03
C (4.40688, 0.18093, -2.51103)  -1.08
C (5.36637, 0.18159, -1.48548)  -0.50
C (1.81204, 0.35109, -3.00302)  0.32
C (1.22098, 1.72980, -3.07126)  -0.08
C (1.00886, 2.28731, -1.79288)  1.05
C (0.03753, 3.29591, -1.55396)  0.37
C (-0.40717, 4.02912, -2.64997)  -1.02
C (0.02494, 3.66001, -3.93242)  -0.49
C (0.81264, 2.51824, -4.15927)  -1.08
H (5.76823, 0.35076, 0.65393)  0.48
H (4.63761, -0.09524, -3.54999)  0.49
H (6.39641, -0.06250, -1.73608)  0.44
H (1.94245, -0.13992, -3.98312)  0.79
H (-1.09589, 4.86288, -2.50017)  0.49
H (-0.26420, 4.26752, -4.78573)  0.43
H (1.10803, 2.18576, -5.16391)  0.49
N (1.63665, 1.69913, -0.69642)  -0.66
Ru (0.25395, -0.01112, -0.15703)  -0.64
C (3.10479, 0.90140, 1.52552)  -1.30
H (2.69289, 1.89565, 1.73641)  0.42
H (3.78792, 0.59718, 2.32012)  0.67
C (-0.46396, 3.39949, -0.15196)  -1.41
H (0.33041, 3.68265, 0.55069)  0.46
H (-1.32442, 4.06576, -0.05920)  0.65
P (1.62881, -0.24438, 1.57013)  1.33
P (-1.01409, 1.68996, 0.39054)  1.37
C (-2.74668, 1.78004, -0.20035)  -1.47
H (-3.36282, 1.07354, 0.36532)  0.44
H (-3.09011, 2.80738, -0.03566)  0.49
H (-2.80956, 1.53217, -1.26581)  0.47
C (-1.26035, 2.04419, 2.15509)  -1.58
H (-2.08973, 2.76616, 2.19100)  0.53
H (-1.52688, 1.12167, 2.68818)  0.42
H (-0.33882, 2.47872, 2.56312)  0.36
C (2.48671, -1.85303, 1.54799)  -1.52
H (3.37031, -1.77891, 2.19244)  0.48
H (1.81822, -2.64204, 1.91388)  0.49
H (2.80023, -2.09179, 0.52588)  0.36
C (1.07510, -0.13646, 3.28758)  -1.27
H (0.21593, -0.79940, 3.44738)  0.34
H (1.91588, -0.45159, 3.91970)  0.47
H (0.78799, 0.89291, 3.51964)  0.34
H (1.05725, -0.26642, -2.23979)  -0.21
H (-1.11411, 0.12303, -0.97614)  0.26
N (-1.43816, -3.44978, 1.59723)  -0.07
C (-2.49564, -2.60447, 1.89618)  -0.74
C (-2.21867, -1.40005, 1.31747)  -0.43
N (-0.98533, -1.51587, 0.65170)  0.33
C (-0.53764, -2.75754, 0.85068)  -0.54
H (-1.32895, -4.41153, 1.92752)  0.25
H (-3.35672, -2.88407, 2.48450)  0.42
H (-2.78266, -0.47196, 1.31933)  0.31
H (0.37692, -3.20311, 0.47741)  0.63

Cartesian forces (eV/Å) of the 2 atoms listed first:
-0.714 -0.006 0.252
0.329 0.051 -0.350



C5H8O5 | ωB97M-V/def2-TZVPD

* calculated total energy: -15548.1699 eV
* total charge: 0
* E_LUMO (spin up / spin down): -1.0 / -1.0 eV
* HOMO (spin up / spin down): -0.29016 / -0.29018 Ha
* frontier orbital gap (spin up / spin down): 6.94 / 6.94 eV
* energy relative to the best compared isomer or geometry (same formula, charge and spin): 106.1 kcal per mole

Each line ends with the Mulliken charge.
Geometry (Å):
C (-0.05300, -0.25829, 11.11937)  -0.72
O (1.04640, 0.40764, 11.73681)  -0.18
C (1.33318, 0.24155, 12.99562)  0.08
C (2.69677, 0.12429, 13.33553)  -0.44
O (3.62303, -1.21753, 11.07685)  -0.67
C (3.47906, -0.80281, 9.90124)  0.64
O (3.16352, -1.43586, 8.89064)  -0.69
O (3.26502, 2.09334, 12.02803)  -0.39
C (3.11721, 1.46523, 13.15694)  0.17
H (-0.82361, -0.48695, 11.86593)  0.35
H (-0.40060, 0.40400, 10.31902)  0.25
H (0.29942, -1.19309, 10.67070)  0.30
H (0.56506, -0.18911, 13.64749)  0.40
H (2.95321, -0.36015, 14.27492)  0.29
H (3.57736, 1.97637, 14.00724)  0.39
O (3.47607, 0.58169, 9.81002)  -0.51
H (3.02906, 1.64874, 11.17290)  0.46
H (3.29136, 0.83549, 8.89861)  0.28

Cartesian forces (eV/Å) of the 2 atoms listed first:
-0.620 -0.064 -0.160
0.151 1.381 0.014



C2H7O4 | ωB97M-V/def2-TZVPD

* calculated total energy: -10379.3689 eV
* total charge: -1
* E_LUMO: 3.8 eV
* HOMO: -0.17019 Ha
* frontier orbital gap: 8.40 eV
* energy relative to the best compared isomer or geometry (same formula, charge and spin): 16.0 kcal per mole

Each line ends with the Mulliken charge.
Geometry (Å):
O (-1.18112, 0.82692, -0.12939)  -0.71
C (-0.81091, -0.35827, -0.05050)  0.56
O (0.10148, -0.91785, -0.72410)  -0.74
C (-1.35739, -1.17741, 1.15184)  -0.77
H (-1.68470, -2.08529, 0.65169)  0.24
H (-0.42267, -1.36242, 1.71465)  0.21
H (-2.22899, -0.70181, 1.61033)  0.26
H (1.09492, -2.02118, -0.67058)  0.47
H (2.58483, -2.29392, -0.10551)  0.24
O (1.96943, -2.55975, -0.78281)  -0.75
H (0.36558, 3.51926, -1.09521)  0.37
H (0.82851, 4.73034, -0.33771)  0.30
O (0.74102, 4.40139, -1.23270)  -0.67

Cartesian forces (eV/Å) of the 2 atoms listed first:
-0.192 0.021 -0.462
0.609 0.829 1.027



C11H17FeN5O6 | ωB97M-V/def2-TZVPD

* calculated total energy: -65809.9942 eV
* total charge: -1
* E_LUMO (spin up / spin down): 2.8 / 2.8 eV
* HOMO (spin up / spin down): -0.16534 / -0.16069 Ha
* frontier orbital gap (spin up / spin down): 7.28 / 7.15 eV
* spin multiplicity: 6

Each line ends with the Mulliken charge.
Geometry (Å):
Fe (0.38855, 0.05354, -0.15925)  0.59
N (0.66014, 0.22130, 2.07954)  -0.33
N (1.08346, 1.54053, 2.30262)  -0.23
C (0.78547, 2.54026, 1.32483)  0.63
O (0.86161, 3.70555, 1.70868)  -0.75
O (0.47494, 2.08783, 0.17472)  -0.63
H (-0.13927, -0.03096, 2.64835)  0.27
H (1.41904, -0.42357, 2.24101)  0.26
H (1.06984, 1.86658, 3.25105)  0.24
C (-0.33333, 1.16022, -3.82189)  -1.28
C (-1.26519, 0.25189, -3.09799)  0.10
N (-1.12704, -0.10614, -1.84214)  -0.31
C (-2.14815, -0.95903, -1.54141)  0.58
C (-2.93663, -1.12390, -2.64328)  0.16
N (-2.35789, -0.34894, -3.61882)  -0.01
C (-4.17235, -1.88400, -2.92934)  0.48
O (-4.69671, -2.53531, -1.92668)  -0.57
O (-4.64243, -1.86678, -4.05110)  -0.67
C (-2.20736, -1.55490, -0.17272)  0.81
O (-3.20946, -2.24936, 0.11879)  -0.85
O (-1.22963, -1.30401, 0.56807)  -0.62
H (0.44193, 1.46029, -3.12090)  0.17
H (-0.84511, 2.04957, -4.19350)  0.40
H (0.13126, 0.64997, -4.66832)  0.31
H (-2.73991, -0.28131, -4.54860)  0.21
H (-4.11937, -2.44146, -1.06687)  0.48
C (2.68115, -1.80101, -2.90118)  -1.42
C (3.04296, -1.01900, -1.62473)  1.69
C (3.90362, -1.92490, -0.72562)  -1.70
C (3.88342, 0.21052, -2.02412)  -1.50
N (1.86239, -0.64698, -0.93996)  -0.64
H (3.58206, -2.14020, -3.42472)  0.39
H (2.10145, -1.16264, -3.57430)  0.20
H (2.06933, -2.66744, -2.63984)  0.36
H (4.79779, -2.26526, -1.25853)  0.38
H (3.31981, -2.79269, -0.41063)  0.38
H (4.21277, -1.37325, 0.16663)  0.37
H (4.80757, -0.08855, -2.53494)  0.38
H (4.13894, 0.78631, -1.13193)  0.36
H (3.30478, 0.85603, -2.68939)  0.31

Cartesian forces (eV/Å) of the 2 atoms listed first:
0.335 -0.211 -0.498
0.164 0.161 -0.184